No. 1
C20H28Cl2O18 | ωB97M-V/def2-TZVPD

Each line ends with the Löwdin charge.
Cartesian coordinates (Å):
C1 3.016 1.105 3.679  -0.125
C2 4.366 1.531 4.294  -0.079
O1 4.058 2.771 4.941  0.078
C3 2.782 3.103 4.736  -0.569
O2 2.250 4.091 5.152  0.147
O3 2.172 2.217 3.950  0.059
H1 2.609 0.215 4.164  0.057
H2 3.098 0.776 2.643  0.116
H3 5.193 1.679 3.607  0.129
H4 4.601 0.823 5.089  0.129
C4 -1.795 -4.523 -2.050  -0.097
C5 -0.788 -5.627 -2.401  -0.109
O4 0.294 -4.898 -2.948  0.063
C6 -0.104 -3.660 -3.293  -0.593
O5 0.613 -2.913 -3.877  0.154
O6 -1.385 -3.472 -2.938  0.041
H5 -1.775 -4.132 -1.031  0.111
H6 -2.830 -4.796 -2.252  0.136
H7 -1.164 -6.346 -3.123  0.134
H8 -0.549 -6.053 -1.426  0.130
C7 -3.036 -0.451 -3.969  -0.094
C8 -4.003 0.717 -3.784  -0.103
O7 -4.558 0.455 -2.489  0.063
C9 -4.462 -0.879 -2.268  -0.610
O8 -4.971 -1.406 -1.333  0.161
O9 -3.650 -1.444 -3.135  0.060
H9 -2.023 -0.223 -3.638  0.112
H10 -2.992 -0.824 -4.988  0.137
H11 -4.813 0.662 -4.511  0.134
H12 -3.491 1.672 -3.843  0.124
C10 0.527 2.870 -3.563  -0.116
C11 1.159 3.585 -4.764  -0.098
O10 0.284 3.286 -5.856  0.080
C12 -0.562 2.321 -5.493  -0.583
O11 -1.399 1.860 -6.205  0.165
O12 -0.400 2.002 -4.195  0.041
H13 0.006 3.569 -2.910  0.134
H14 1.320 2.363 -3.014  0.124
H15 2.121 3.174 -5.069  0.133
H16 1.214 4.646 -4.527  0.132
C13 0.149 -0.414 -1.175  -0.093
C14 1.609 -0.838 -0.984  -0.141
O13 1.904 -0.444 0.341  0.022
C15 0.770 -0.024 0.981  -0.584
O14 0.722 0.185 2.144  0.156
O15 -0.235 0.062 0.115  0.086
H17 -0.569 -1.172 -1.477  0.121
H18 0.107 0.381 -1.920  0.110
H19 2.292 -0.420 -1.722  0.130
H20 1.720 -1.915 -1.125  0.096
C16 -0.934 2.530 3.530  -0.109
C17 -0.716 3.650 4.573  -0.103
O16 -1.103 3.009 5.793  0.056
C18 -1.858 1.915 5.516  -0.581
O17 -2.541 1.356 6.307  0.160
O18 -1.738 1.600 4.222  0.070
H21 0.036 2.084 3.338  0.085
H22 -1.443 2.963 2.673  0.131
H23 -1.296 4.568 4.457  0.127
H24 0.324 3.955 4.692  0.086
Cl1 0.498 -3.364 0.963  0.669
C19 0.766 -3.080 2.687  -0.634
C20 2.215 -2.678 2.925  -0.665
Cl2 2.474 -2.262 4.615  0.635
H25 0.484 -3.968 3.249  0.074
H26 0.102 -2.288 3.026  0.071
H27 2.420 -1.797 2.321  0.038
H28 2.904 -3.444 2.573  0.078

Output
Calculated total energy   -3053.65535 hartree
Relative energy (zero: lowest compared OMol25 entry of this formula, charge and spin)   0.0000 eV
2S+1   1



No. 2
C2HF6NO5S2Yb | ωB97M-V/def2-TZVPD

Each line ends with the Löwdin charge.
Cartesian coordinates (Å):
Yb1 -1.463 -1.450 -0.912  1.376
N1 0.071 2.107 -0.143  -0.290
S1 -0.490 1.308 1.105  0.675
O1 -1.152 2.181 2.051  -0.251
O2 -1.218 0.052 0.763  -0.459
C1 1.059 0.695 1.952  -0.711
F1 1.731 1.728 2.415  0.174
F2 1.799 0.025 1.092  0.159
F3 0.700 -0.091 2.946  0.165
S2 -0.002 1.693 -1.672  0.707
O3 1.168 2.150 -2.392  -0.251
C2 -1.443 2.689 -2.328  -0.710
F4 -2.564 2.243 -1.795  0.153
F5 -1.269 3.955 -2.013  0.174
F6 -1.482 2.552 -3.638  0.170
O4 -1.769 -3.116 -2.154  -0.544
H1 -2.397 -3.233 -2.866  -0.079
O5 -0.415 0.251 -1.943  -0.457

Output
Calculated total energy   -3062.05989 hartree
2S+1   1



Question: Look up the calculated total energy of the first one.
Answer: -3053.65535 hartree